(1)
This record from OMol25 describes a structure of composition C41H52CsFN12O5S at a distorted geometry. The level of theory is ωB97M-V/def2-TZVPD.

As for the largest force on an atom: 1.168 eV Å⁻¹. As for the frontier orbital gap: 4.42 eV. The total charge is -2. The calculation puts the LUMO energy at 3.011 eV. The calculation puts the calculated total energy at -3145.0579 a.u. Its energy above the lowest of the compared OMol25 structures with the same formula, charge and spin is 101.4 kJ/mol.

```
113
Properties=species:S:1:pos:R:3:mulliken_charge:R:1
Cs -0.20007 0.03681 0.66780 1.576
C -2.34278 -2.46493 -0.55590 2.712
C -3.43577 -2.93609 0.39488 -0.945
C -3.86731 -1.82301 1.36189 -1.067
N -2.75598 -1.28530 2.12571 -0.111
C -2.45115 -1.86011 3.24516 0.815
C -3.06046 -3.04236 3.80413 -0.619
C -3.16688 -3.45065 5.12065 -0.696
C -2.79471 -2.82325 6.30708 -0.470
C -2.08499 -1.61535 6.38048 -0.135
C -1.43794 -0.92865 5.38738 -0.988
C -1.26618 -1.29019 3.98841 0.296
N -0.20054 -1.08023 3.29988 -0.107
C 1.00994 -0.62601 3.95487 -0.928
C 2.27645 -1.29503 3.39147 -0.612
C 2.85991 -0.75729 2.06862 -1.499
N 2.22561 -1.27880 0.87777 0.644
C 2.65613 -2.35038 0.31056 -0.502
C 3.72524 -3.17676 0.82999 -1.077
C 4.62744 -3.97797 0.17537 -0.363
C 4.74509 -4.28184 -1.18565 -0.779
C 3.80619 -3.94594 -2.15547 -0.421
C 2.56978 -3.33966 -2.04430 -0.404
C 1.87491 -2.79707 -0.90601 1.046
N 0.59679 -2.57882 -0.85151 -0.090
C -0.26745 -3.07857 -1.89935 -0.307
C -1.59682 -3.55940 -1.30554 -1.618
H -1.61075 -1.95229 0.05402 -1.749
H -2.74754 -1.72627 -1.25743 -0.543
H -3.05259 -3.78026 0.97602 0.401
H -4.31176 -3.30045 -0.15806 0.369
H -4.67349 -2.19599 2.01190 0.529
H -4.28656 -0.99904 0.76737 0.165
H -3.53100 -3.70251 3.08567 0.128
H -3.68476 -4.40005 5.24693 0.283
H -3.09900 -3.28792 7.23819 0.280
H -1.99768 -1.17833 7.37396 0.302
H -0.92301 -0.02007 5.68094 0.458
H 0.97684 -0.82847 5.03365 0.564
H 1.10570 0.46629 3.84175 0.138
H 2.07949 -2.36619 3.28967 0.400
H 3.05602 -1.18885 4.15514 0.342
H 3.94283 -0.94072 2.05413 0.565
H 2.73299 0.33652 2.06461 0.317
H 3.87895 -3.08405 1.89895 0.304
H 5.38875 -4.41796 0.81712 0.297
H 5.61463 -4.84504 -1.50381 0.298
H 4.06533 -4.24356 -3.17045 0.340
H 2.02439 -3.26680 -2.97827 0.105
H 0.17965 -3.91075 -2.46073 0.547
H -0.47009 -2.28044 -2.63422 -0.111
H -1.37002 -4.37256 -0.60754 0.443
H -2.21909 -3.98708 -2.10205 0.326
C -5.44194 2.85684 0.10639 -2.136
C -4.05217 2.28222 -0.01122 0.468
N -3.15416 2.43107 0.88279 0.314
N -3.48886 3.14640 1.98344 -0.270
C -2.59038 3.38263 2.98625 0.127
N -3.14214 4.15957 3.99033 -0.553
S -1.04462 2.84730 3.02916 -0.153
C -3.68598 1.48515 -1.21095 0.905
C -4.65169 0.74012 -1.88062 -0.718
C -4.27703 -0.00472 -2.98877 -0.899
C -2.95765 0.02482 -3.39260 -0.811
C -2.05464 0.78289 -2.65572 0.156
N -2.40459 1.49847 -1.58602 0.071
H -5.39883 3.93103 0.31087 0.496
H -6.00171 2.37981 0.91641 0.390
H -5.99838 2.73332 -0.81795 0.467
H -4.37041 3.64356 2.00942 0.279
H -4.11429 3.98158 4.20182 0.198
H -2.55347 4.17223 4.80837 0.292
H -5.67470 0.71759 -1.52857 0.288
H -5.00789 -0.60430 -3.51739 0.348
H -2.60956 -0.52735 -4.25486 0.475
H -1.01381 0.84601 -2.97361 0.423
F 5.01715 -2.51947 -6.71894 -0.368
C 4.79028 -1.94242 -5.51697 0.148
C 3.60215 -1.39270 -5.23387 0.102
N 3.34011 -0.80389 -4.03268 0.528
C 1.98976 -0.31968 -3.74783 0.106
C 1.53914 0.86981 -4.64289 0.410
O 2.23431 1.11570 -5.64245 -0.797
O 0.49763 1.42964 -4.22839 -0.668
C 4.31258 -0.68139 -3.06603 0.294
O 4.16302 -0.10545 -2.01001 -0.585
N 5.52905 -1.26274 -3.40363 0.035
C 5.87887 -1.92776 -4.56576 0.273
O 6.98518 -2.41576 -4.72366 -0.718
H 2.79459 -1.36672 -5.94994 0.399
H 1.97371 -0.05463 -2.69672 -0.675
H 1.28534 -1.14450 -3.88032 0.228
H 6.20627 -1.27114 -2.65516 0.262
C 1.95025 2.36585 -1.12577 -0.100
N 1.27424 3.63470 -0.89240 0.387
C 0.30730 4.04040 -1.89715 -0.545
C 1.44802 4.25680 0.30525 0.634
O 1.98878 3.73405 1.27000 -0.690
N 0.95377 5.57713 0.38040 0.174
C 0.93612 6.12060 1.72519 -0.802
C 1.46846 6.53210 -0.58521 -1.122
H 2.76044 2.47259 -1.85009 0.319
H 1.24224 1.65506 -1.54804 -0.837
H 2.36089 2.00770 -0.18543 0.334
H -0.22848 3.16359 -2.24921 -0.253
H 0.78860 4.47497 -2.77935 0.247
H -0.39365 4.75218 -1.46804 0.446
H 0.51571 5.39025 2.41006 0.175
H 0.31332 7.01884 1.72501 0.289
H 1.94150 6.38864 2.07602 0.318
H 1.59452 6.07827 -1.56226 0.342
H 2.44192 6.93247 -0.26625 0.361
H 0.77317 7.37038 -0.68021 0.341
```

=====

(2)
This record from OMol25 describes a cluster of 5 separate species, C41H52F4O6 in total at a distorted geometry. The level of theory is ωB97M-V/def2-TZVPD.

As for the largest force on an atom: 5.678 eV Å⁻¹. As for the frontier orbital gap: 9.34 eV. Its SMILES is CCC(=O)OCCOC(=O)OCCCCCCCCCCOC.Fc1ccccc1.Fc1ccccc1.Fc1ccccc1.Fc1ccccc1. The calculation puts the LUMO energy at 0.404 eV. The calculation puts the calculated total energy at -2444.3368 a.u.

```
103
Properties=species:S:1:pos:R:3:mulliken_charge:R:1
C -3.31900 -2.57251 2.98056 -0.914
C -3.31893 -2.16971 4.45315 -0.449
C -3.46762 -0.68294 4.56023 0.598
O -4.56737 -0.06414 4.43302 -0.577
O -2.29371 -0.02930 4.84133 -0.385
C -1.60221 0.58143 3.74535 -0.432
C -0.28455 -0.12833 3.59411 0.117
O 0.33451 0.41519 2.42743 -0.202
C 1.54616 -0.08456 2.06292 0.338
O 2.47211 0.63746 1.55457 -0.672
O 1.57592 -1.41909 2.24817 -0.191
C 2.85273 -2.04257 2.51760 -0.735
C 2.58314 -3.23901 3.40570 -0.503
C 2.73718 -4.60747 2.74185 -0.788
C 1.50895 -5.22090 2.06299 -1.266
C 0.57856 -4.24938 1.35044 0.551
C 1.16017 -3.79877 0.00492 -0.261
C 0.20598 -3.74544 -1.19913 -0.876
C 0.06419 -2.36613 -1.84663 -0.353
C -0.04337 -2.39668 -3.37811 -1.000
C 1.20957 -1.89302 -4.04261 0.018
O 2.29059 -2.70830 -3.64238 -0.301
C 3.51603 -2.31857 -4.20989 -0.704
H -2.35520 -2.34670 2.54047 0.093
H -4.07070 -2.02153 2.43200 0.346
H -3.48788 -3.63379 2.87319 0.359
H -2.38145 -2.48039 4.89366 0.307
H -4.14422 -2.62759 4.97976 0.389
H -2.16290 0.49760 2.82152 0.399
H -1.46347 1.62383 3.99775 0.300
H 0.34416 0.08199 4.45124 0.250
H -0.45514 -1.19363 3.52147 -0.118
H 3.27892 -2.36514 1.57653 0.362
H 3.49843 -1.30858 2.97494 0.624
H 1.59552 -3.11073 3.83269 0.265
H 3.27326 -3.21038 4.24111 0.392
H 3.55458 -4.57856 2.02987 0.356
H 3.06891 -5.28118 3.52391 0.443
H 0.97372 -5.87186 2.74405 0.441
H 1.88021 -5.87120 1.27758 0.374
H -0.36267 -4.75950 1.16874 0.666
H 0.33968 -3.38497 1.95923 -0.586
H 1.97231 -4.46992 -0.24955 0.428
H 1.59536 -2.81245 0.10598 -0.196
H 0.56464 -4.43189 -1.95580 0.292
H -0.77872 -4.10132 -0.91298 0.379
H -0.82488 -1.88048 -1.46531 0.546
H 0.90968 -1.74680 -1.57437 0.086
H -0.24386 -3.40805 -3.71050 0.383
H -0.84367 -1.74181 -3.70247 0.356
H 1.38616 -0.87447 -3.68811 -0.072
H 1.11644 -1.86129 -5.11727 0.411
H 3.57025 -1.24038 -4.33688 0.326
H 4.30730 -2.63593 -3.54637 0.276
H 3.65750 -2.78081 -5.18336 0.161
F 2.55714 2.50160 -4.45283 -0.304
C 2.44920 3.09027 -3.23992 0.337
C 2.16361 2.30473 -2.14269 -0.360
C 2.05581 2.91123 -0.89968 -0.096
C 2.22856 4.28314 -0.77634 -0.832
C 2.51329 5.04997 -1.89757 -0.313
C 2.62842 4.45461 -3.14559 -0.556
H 2.02977 1.23821 -2.26474 0.416
H 1.84314 2.30852 -0.02938 0.416
H 2.14142 4.75223 0.19367 0.444
H 2.64598 6.11891 -1.80397 0.365
H 2.85387 5.03082 -4.03234 0.431
F 0.73848 -2.77542 -7.23612 -0.303
C 1.31052 -3.76179 -7.96046 0.481
C 0.50853 -4.75981 -8.47317 -0.539
C 1.10386 -5.76864 -9.21546 -0.301
C 2.47503 -5.76801 -9.42893 -0.558
C 3.25659 -4.75110 -8.89949 -0.406
C 2.67530 -3.73303 -8.15846 -0.345
H -0.55678 -4.74157 -8.28975 0.417
H 0.49183 -6.55787 -9.62876 0.358
H 2.93292 -6.55798 -10.00711 0.375
H 4.32514 -4.74790 -9.06229 0.355
H 3.26304 -2.92656 -7.74211 0.452
F -6.91005 6.17934 3.44738 -0.335
C -5.97933 5.23454 3.19208 0.361
C -5.95254 4.09869 3.97538 -0.653
C -4.99473 3.12848 3.71384 -0.044
C -4.09052 3.31504 2.67661 -0.409
C -4.13812 4.46650 1.90317 -0.484
C -5.09002 5.44213 2.15777 -0.539
H -6.67004 3.98291 4.77614 0.442
H -4.96232 2.22765 4.30997 0.416
H -3.34740 2.55845 2.46498 0.360
H -3.42608 4.61023 1.10179 0.438
H -5.14812 6.34757 1.56959 0.450
F -0.80364 5.79111 1.37261 -0.304
C -0.94032 6.69882 2.36372 0.307
C -1.24255 6.25422 3.63363 -0.157
C -1.38559 7.18865 4.64762 -0.452
C -1.22713 8.54131 4.38031 -0.536
C -0.92383 8.96064 3.09277 -0.292
C -0.77600 8.03626 2.06897 -0.558
H -1.37113 5.19598 3.81565 0.452
H -1.62400 6.85726 5.64838 0.369
H -1.34208 9.26677 5.17318 0.384
H -0.80352 10.01366 2.88046 0.363
H -0.53692 8.33988 1.05915 0.436
```

=====

> What is the calculated total energy in the first record?

-3145.0579 a.u.